## A
ORCA calculation (ωB97M-V/def2-TZVPD) on C4H4N2O in the gas phase.

The geometry in XYZ format:
```
11
Properties=species:S:1:pos:R:3
O 2.306 -0.593 -0.228
C 1.153 -0.108 0.065
C 0.905 1.330 0.231
N -0.230 1.613 -0.315
N -1.054 0.342 -0.732
C -1.208 -0.570 0.475
C -0.092 -0.729 -0.420
H 1.592 2.159 0.266
H -2.043 -1.249 0.222
H -1.202 -0.510 1.504
H -0.127 -1.685 -1.068
```

Spin multiplicity   1
Orbital gap   9.61 eV
Charge   0
SMILES   O=C1C=NN2C[C@H]12
HOMO level   -10.28 eV

Results of the Mulliken charge analysis, in e, for atoms 1 through 4: atom 1 (O): -0.56, atom 2 (C): 0.45, atom 3 (C): -0.25, atom 4 (N): -0.30

---

## B
ORCA calculation (ωB97M-V/def2-TZVPD) on C4H4N2O in the gas phase.

The geometry in XYZ format:
```
11
Properties=species:S:1:pos:R:3
N -3.346 -0.128 0.255
C -2.146 -0.125 -0.213
C -0.650 -0.023 -0.312
N -0.268 1.219 -0.222
C 0.336 -0.934 -0.209
C 1.654 -0.619 0.034
O 2.065 0.577 0.090
H -1.058 1.951 0.308
H 0.772 1.125 -0.023
H 0.130 -1.868 -0.170
H 2.513 -1.176 0.462
```

Spin multiplicity   1
Orbital gap   8.70 eV
Charge   0
SMILES   N#C/C(N)=C/C=O
HOMO level   -9.57 eV

Results of the Mulliken charge analysis, in e, for atoms 1 through 4: atom 1 (N): -0.41, atom 2 (C): -0.05, atom 3 (C): 0.53, atom 4 (N): -0.47

---

## C
ORCA calculation (ωB97M-V/def2-TZVPD) on C4H4N2O in the gas phase.

The geometry in XYZ format:
```
11
Properties=species:S:1:pos:R:3
O -1.912 1.031 1.430
C -1.147 0.623 0.595
C -0.541 -0.761 0.649
C 0.768 -0.848 0.380
N 1.286 0.120 -0.517
C 0.151 0.665 -1.192
N -0.815 1.252 -0.617
H -1.170 -1.585 0.934
H 1.452 -1.637 0.691
H 1.909 0.834 -0.142
H 0.020 0.305 -2.210
```

Spin multiplicity   1
Orbital gap   9.12 eV
Charge   0
SMILES   O=c1cc[nH]cn1
HOMO level   -9.55 eV

Results of the Mulliken charge analysis, in e, for atoms 1 through 4: atom 1 (O): -0.52, atom 2 (C): 0.48, atom 3 (C): -0.46, atom 4 (C): -0.18

---

Which of them is the least stable? Correct choice: A.

---

## A
ORCA calculation (ωB97M-V/def2-TZVPD) on C4H4N2O in the gas phase.

The geometry in XYZ format:
```
11
Properties=species:S:1:pos:R:3
H -2.380 -1.131 -1.403
N -2.719 -1.221 -0.453
C -1.993 -0.806 0.458
N -0.590 -0.278 0.305
C 0.208 0.683 0.067
C 1.881 0.989 -0.087
C 2.654 -0.043 -0.069
O 3.272 -1.025 -0.058
H -2.236 -0.884 1.504
H -0.191 1.690 -0.098
H 2.094 2.025 -0.166
```

Spin multiplicity   1
Orbital gap   9.59 eV
Charge   0
SMILES   [H]/N=C\N=C\C=C=O
HOMO level   -9.17 eV

Results of the Mulliken charge analysis, in e, for atoms 1 through 4: atom 1 (H): 0.25, atom 2 (N): -0.52, atom 3 (C): 0.07, atom 4 (N): -0.43

---

## B
ORCA calculation (ωB97M-V/def2-TZVPD) on C4H4N2O in the gas phase.

The geometry in XYZ format:
```
11
Properties=species:S:1:pos:R:3
H 2.444 0.858 -0.209
N 2.686 -0.107 0.032
C 1.638 -0.805 0.191
C 0.245 -0.348 0.068
N -0.819 -1.043 0.310
C -1.862 -0.166 0.082
C -1.358 1.031 -0.296
O -0.001 0.929 -0.310
H 1.730 -1.858 0.460
H -2.895 -0.458 0.212
H -1.783 1.984 -0.569
```

Spin multiplicity   1
Orbital gap   9.91 eV
Charge   0
SMILES   [H]/N=C\c1ncco1
HOMO level   -9.65 eV

Results of the Mulliken charge analysis, in e, for atoms 1 through 4: atom 1 (H): 0.28, atom 2 (N): -0.70, atom 3 (C): -0.10, atom 4 (C): 0.69

---

## C
ORCA calculation (ωB97M-V/def2-TZVPD) on C4H4N2O in the gas phase.

The geometry in XYZ format:
```
11
Properties=species:S:1:pos:R:3
O 2.770 -0.400 0.362
N 2.242 0.649 -0.406
C 0.864 0.338 -0.140
C -0.275 1.265 -0.009
C -1.306 0.544 0.054
N -1.006 -0.800 -0.083
C 0.250 -0.993 -0.165
H -0.033 2.373 0.105
H -2.281 0.704 0.730
H -1.532 -1.606 -0.062
H 0.307 -2.074 -0.386
```

Spin multiplicity   1
Orbital gap   7.88 eV
Charge   0
SMILES   O=Nc1cc[nH]c1
HOMO level   -8.63 eV

Results of the Mulliken charge analysis, in e, for atoms 1 through 4: atom 1 (O): -0.34, atom 2 (N): -0.24, atom 3 (C): 0.47, atom 4 (C): -0.22

---

## D
ORCA calculation (ωB97M-V/def2-TZVPD) on 2 unconnected molecules or ions with the total composition C4H4N2O.

The geometry in XYZ format:
```
11
Properties=species:S:1:pos:R:3
O 2.246 -1.030 -0.090
C 1.108 -0.659 -0.037
C 0.465 0.625 0.022
C -0.704 1.055 0.039
N -1.705 0.138 0.045
C -1.257 -1.172 0.014
N -0.031 -1.544 -0.017
H -2.691 0.360 0.050
H -2.037 -1.930 0.017
H 2.242 2.026 0.340
H 2.364 2.130 -0.383
```

Spin multiplicity   1
Orbital gap   9.38 eV
Charge   0
SMILES   O=c1c#c[nH]cn1.[H][H]
HOMO level   -9.99 eV

Results of the Mulliken charge analysis, in e, for atoms 1 through 4: atom 1 (O): -0.52, atom 2 (C): 0.50, atom 3 (C): 0.00, atom 4 (C): -0.14

---

Which of them is the least stable? Correct choice: C.

---

## A
ORCA calculation (ωB97M-V/def2-TZVPD) on C4H4N2O in the gas phase.

The geometry in XYZ format:
```
11
Properties=species:S:1:pos:R:3
N 3.454 -0.134 -0.421
C 2.385 -0.113 0.139
C 1.160 -0.085 0.442
O 0.205 -1.049 0.291
C -1.009 -0.691 -0.028
C -2.240 -0.903 -0.279
N -1.648 0.569 -0.049
H 4.338 -0.592 -0.301
H 0.769 0.792 1.121
H -3.198 -1.249 -0.085
H -1.403 1.006 -1.003
```

Spin multiplicity   1
Orbital gap   8.74 eV
Charge   0
SMILES   N=C=COC1=CN1
HOMO level   -8.06 eV

Results of the Mulliken charge analysis, in e, for atoms 1 through 4: atom 1 (N): -0.42, atom 2 (C): 0.65, atom 3 (C): -0.57, atom 4 (O): -0.32

---

## B
ORCA calculation (ωB97M-V/def2-TZVPD) on a molecular structure, C4H4N2O.

The geometry in XYZ format:
```
11
Properties=species:S:1:pos:R:3
C 1.642 0.264 0.706
C 0.056 -0.653 0.105
C -1.268 -0.849 -0.279
C 0.436 0.629 -0.176
H 2.652 0.284 0.261
H 1.637 0.576 1.831
H -1.992 -1.614 -0.431
H -2.220 0.696 -1.425
N -1.537 0.444 -0.661
N -0.549 1.349 -0.651
O 1.143 -1.125 0.720
```

Spin multiplicity   1
Orbital gap   9.66 eV
Charge   0
HOMO level   -8.63 eV

Results of the Mulliken charge analysis, in e, for atoms 1 through 4: atom 1 (C): -0.18, atom 2 (C): 0.52, atom 3 (C): -0.83, atom 4 (C): 0.44

---

## C
ORCA calculation (ωB97M-V/def2-TZVPD) on C4H4N2O in the gas phase.

The geometry in XYZ format:
```
11
Properties=species:S:1:pos:R:3
N 2.622 1.002 0.833
C 1.809 0.372 0.188
C 1.024 -0.464 -0.613
O 0.077 -1.238 0.009
C -1.257 -0.797 -0.157
C -1.417 0.542 0.445
N -1.411 1.603 0.906
H 0.868 -0.203 -1.657
H 1.042 1.152 0.542
H -1.537 -0.748 -1.218
H -1.902 -1.518 0.351
```

Spin multiplicity   1
Orbital gap (alpha / beta)   8.20 / 8.59 eV
Charge   0
HOMO level (alpha / beta)   -8.54 / -8.54 eV

Results of the Mulliken charge analysis, in e, for atoms 1 through 4: atom 1 (N): -0.42, atom 2 (C): 0.29, atom 3 (C): -0.51, atom 4 (O): -0.31

---

## D
ORCA calculation (ωB97M-V/def2-TZVPD) on a molecular structure, C4H4N2O.

The geometry in XYZ format:
```
11
Properties=species:S:1:pos:R:3
C -0.290 0.447 0.868
C 0.721 1.308 0.335
C 0.350 -0.698 0.119
C -0.518 -1.031 -0.936
H 0.097 1.708 -0.478
H 1.272 2.238 0.869
H 1.546 0.266 -1.343
H 0.691 -1.485 0.754
N 1.472 0.182 -0.394
N -0.998 -1.019 -1.975
O -1.062 0.372 1.807
```

Spin multiplicity   1
Orbital gap   10.46 eV
Charge   0
HOMO level   -10.15 eV

Results of the Mulliken charge analysis, in e, for atoms 1 through 4: atom 1 (C): 0.29, atom 2 (C): -0.37, atom 3 (C): 0.32, atom 4 (C): 0.13

---

Which of them is the least stable? Correct choice: A.